[1]
{"formula": "C3H5IOS", "method": "wB97M-V/def2-TZVPD", "orbital_gap_ha": [0.28271, 0.28277], "spin_multiplicity": 1, "e_above_lowest_ev": 2.107, "e_tot_ha": -888.33990, "symbols": ["C", "C", "C", "O", "S", "I", "H", "H", "H", "H", "H"], "xyz": [[-1.30910, -1.18317, -0.67212], [1.10391, -0.11624, 0.68974], [0.37992, 0.27538, -0.54767], [-1.38270, -2.21368, -1.20131], [-0.31904, 1.80007, -0.72523], [-2.94877, 0.11846, 0.17054], [0.55242, 0.29605, 1.51727], [2.17710, 0.01035, 0.68351], [1.05327, -1.24737, 0.85802], [1.07462, 0.16324, -1.34498], [-0.38163, 2.09691, 0.57222]], "atomic_forces_ev_per_a": [[2.055, 1.425, -0.833], [-0.977, -2.579, 0.904], [0.026, -1.671, -0.221], [-0.145, 0.652, 0.712], [-0.093, 0.741, -0.003], [-0.789, -0.476, 0.247], [0.434, 0.326, 0.784], [0.166, 0.942, 0.006], [-0.222, 1.304, -0.418], [-0.197, -0.821, -1.383], [-0.259, 0.156, 0.205]]}

---

[2]
{"formula": "C3H5InO3", "method": "wB97M-V/def2-TZVPD", "orbital_gap_ha": [0.27326, 0.30488], "charge": 3, "spin_multiplicity": 2, "e_above_lowest_ev": 0.000, "e_tot_ha": -531.61036, "symbols": ["H", "O", "C", "C", "O", "O", "C", "H", "H", "H", "H", "In"], "xyz": [[-0.30598, -1.88881, 0.72142], [1.99763, -1.33949, -0.30302], [0.92813, -0.84707, -0.70955], [-1.10740, 0.05755, 0.50947], [0.88874, 0.52678, -0.60957], [-0.42513, -1.24301, 0.00409], [-0.44414, 1.05695, -0.41517], [-0.82258, 0.19086, 1.55722], [-2.18299, -0.05067, 0.35400], [-0.34066, 2.04736, 0.03507], [-0.93098, 1.10905, -1.39496], [2.74534, 0.38051, 0.25100]], "atomic_forces_ev_per_a": [[0.198, -1.189, 0.254], [-3.399, -2.952, -3.400], [-0.976, 0.436, 6.122], [0.209, 0.410, -0.059], [-1.079, -1.834, -2.768], [1.392, 0.876, -2.297], [-2.147, 0.922, -0.272], [-0.109, -0.364, -0.003], [0.031, -0.190, -0.015], [-0.047, 0.000, -0.137], [0.197, 0.178, 0.038], [5.729, 3.708, 2.538]]}

---

[3]
{"formula": "C3H5IrO4", "method": "wB97M-V/def2-TZVPD", "orbital_gap_ha": [0.32590, 0.23809], "charge": 2, "spin_multiplicity": 5, "e_above_lowest_ev": 2.243, "e_tot_ha": -521.60838, "symbols": ["O", "C", "C", "O", "O", "C", "H", "H", "H", "H", "O", "H", "Ir"], "xyz": [[0.72113, 1.21752, -0.94165], [-0.10682, 0.39262, -1.56640], [0.42073, 1.42182, 0.45243], [0.19078, -0.22886, -2.55297], [-0.87583, -0.20223, -0.62271], [-0.85944, 0.64941, 0.67647], [0.31103, 2.49775, 0.61189], [1.29881, 0.81838, 0.99795], [-1.83868, 1.12970, 0.62762], [-0.84592, 0.06918, 1.60153], [0.87716, -2.38405, 0.47490], [1.23049, -3.19740, 0.83274], [-0.52344, -2.18384, -0.59180]], "atomic_forces_ev_per_a": [[-1.198, 1.021, -1.313], [5.322, -0.507, 0.250], [1.644, -1.517, 0.577], [-1.600, -0.010, -0.124], [-2.767, 0.337, 2.384], [-1.141, 0.236, -0.119], [0.416, -0.298, 0.459], [-1.735, 2.099, -0.866], [0.366, 0.479, -0.118], [0.083, -0.579, -0.468], [0.879, 0.100, 0.655], [0.943, -1.119, 0.697], [-1.213, -0.240, -2.013]]}

---

[4]
{"formula": "C3H5KNS2Se3Te", "method": "wB97M-V/def2-TZVPD", "orbital_gap_ha": 0.19871, "charge": -1, "spin_multiplicity": 1, "e_above_lowest_ev": 0.447, "e_tot_ha": -9040.85889, "symbols": ["K", "Se", "Se", "Te", "Se", "S", "C", "N", "C", "C", "S", "H", "H", "H", "H", "H"], "xyz": [[1.04927, 2.76595, -1.24666], [3.19731, 4.04966, -2.90308], [4.38425, 2.16963, -2.24151], [2.94002, 0.19411, -2.66958], [1.76916, -0.13837, -0.48478], [-2.38485, 1.81078, -0.47694], [-1.88331, 0.35980, 0.14354], [-1.22663, 0.18662, 1.29500], [-0.65826, -1.12352, 1.59659], [-1.26944, -2.12819, 0.61347], [-2.16152, -1.16303, -0.64917], [-0.81162, 0.99982, 1.71785], [-0.89119, -1.39192, 2.62785], [0.42237, -1.09039, 1.46807], [-1.98157, -2.79523, 1.09305], [-0.49399, -2.70572, 0.11628]], "atomic_forces_ev_per_a": [[-0.308, -0.093, 0.081], [0.035, 0.644, -0.334], [0.432, 0.030, 0.164], [-0.151, -0.370, -0.149], [-0.042, -0.281, 0.211], [0.027, 0.171, -0.025], [0.179, -0.178, 0.170], [0.004, -0.187, -0.080], [-0.080, 0.069, -0.014], [-0.141, 0.058, -0.172], [0.000, 0.029, 0.056], [-0.046, 0.127, -0.009], [-0.022, -0.011, 0.011], [0.047, 0.012, 0.022], [0.028, -0.038, 0.053], [0.039, 0.018, 0.015]]}

---

[5]
{"formula": "C3H5LaO3", "method": "wB97M-V/def2-TZVPD", "orbital_gap_ha": [0.32691, 0.21216], "charge": 2, "spin_multiplicity": 1, "e_above_lowest_ev": 3.605, "e_tot_ha": -373.80894, "symbols": ["H", "O", "C", "C", "O", "O", "C", "H", "H", "H", "H", "La"], "xyz": [[-2.53523, -1.16708, -1.09384], [-0.90980, 0.95912, 0.59445], [-1.11873, -0.36574, 0.51778], [0.41317, 1.30678, 0.15076], [-1.53923, -0.70769, -0.89171], [0.19933, -0.96760, 0.51523], [1.20885, 0.06893, 0.52864], [0.72108, 2.20711, 0.69127], [0.40796, 1.48186, -0.93325], [1.62012, 0.12600, 1.54295], [1.99638, -0.18204, -0.18856], [-0.46390, -2.75966, -1.43373]], "atomic_forces_ev_per_a": [[2.938, 2.575, 1.404], [-1.875, -1.678, 0.434], [3.600, 2.579, -1.736], [0.649, 0.120, 0.032], [-4.206, -2.436, -0.619], [-1.997, -1.265, -0.363], [0.574, 0.590, 0.612], [-0.116, -0.228, -0.212], [-0.206, 0.073, 0.268], [-0.081, -0.064, -0.274], [-0.193, -0.026, 0.182], [0.914, -0.240, 0.271]]}

---

[6]
{"formula": "C3H5LuO2", "method": "wB97M-V/def2-TZVPD", "orbital_gap_ha": [0.20726, 0.26910], "charge": 1, "spin_multiplicity": 2, "e_above_lowest_ev": 0.357, "e_tot_ha": -1502.74128, "symbols": ["H", "O", "C", "O", "C", "H", "H", "C", "H", "H", "Lu"], "xyz": [[0.26256, 1.26318, 0.59990], [-0.18886, -1.42150, -0.27423], [-0.29763, -0.35390, -0.98575], [-1.46512, 0.23000, -0.76593], [-1.75693, 0.86625, 0.44622], [-2.59896, 1.54616, 0.31060], [-2.12719, 0.15122, 1.18313], [1.24720, -1.81893, -0.09910], [1.27659, -2.24762, 0.91427], [1.40790, -2.65148, -0.80043], [2.19867, 0.31278, -0.53920]], "atomic_forces_ev_per_a": [[0.833, -0.336, -0.312], [0.949, -0.099, 0.424], [0.550, 0.520, 1.219], [0.077, 0.770, -1.413], [-1.020, -1.230, -0.194], [0.767, 0.704, -0.424], [1.168, -0.136, 0.551], [-0.019, -0.184, -0.333], [0.039, 0.253, -0.298], [0.118, 0.287, 0.161], [-3.462, -0.549, 0.620]]}

---

[7]
{"formula": "C3H5N", "method": "wB97M-V/def2-TZVPD", "orbital_gap_ha": 0.34887, "spin_multiplicity": 1, "e_above_lowest_ev": 2.162, "smiles": "C=CN=C", "e_tot_ha": -171.97564, "symbols": ["C", "C", "C", "N", "H", "H", "H", "H", "H"], "xyz": [[0.72805, -0.21410, 0.58597], [0.03157, 0.81387, 1.19244], [-0.36588, -0.40281, -1.46280], [0.79507, -0.44185, -0.79079], [1.21483, -0.91837, 1.21682], [-0.57301, 1.38088, 0.54364], [-0.15583, 0.72577, 2.20208], [-0.43332, -1.03346, -2.39230], [-1.24147, 0.09007, -1.09504]], "atomic_forces_ev_per_a": [[-2.045, 3.600, 1.316], [1.708, -3.371, -2.857], [4.138, -1.291, 0.939], [-3.449, -1.271, -2.262], [0.650, -0.635, 0.059], [-0.508, 1.240, -0.327], [-0.118, 0.403, 2.069], [0.297, 1.420, 0.559], [-0.673, -0.095, 0.505]]}

---

[8]
{"formula": "C3H5N", "method": "wB97M-V/def2-TZVPD", "orbital_gap_ha": 0.36535, "spin_multiplicity": 1, "e_above_lowest_ev": 1.877, "smiles": "C=CN=C", "e_tot_ha": -171.98610, "symbols": ["C", "C", "C", "N", "H", "H", "H", "H", "H"], "xyz": [[-0.12350, 1.24775, -1.26981], [0.76789, -1.12107, 1.27898], [-0.32160, 0.23420, -0.35502], [0.79085, -0.36675, 0.29093], [-0.92956, 1.79922, -1.68743], [0.81114, 1.30377, -1.77205], [1.78423, -1.30752, 1.66336], [-0.13717, -1.51746, 1.61388], [-1.31700, 0.01103, 0.22531]], "atomic_forces_ev_per_a": [[-0.814, -3.191, 1.607], [1.646, 0.321, -0.553], [-0.872, 1.201, 1.245], [0.731, 1.884, -2.452], [-0.660, 0.299, -0.091], [0.868, 0.318, 0.089], [-0.853, -0.601, 0.419], [-1.436, -0.881, 1.293], [1.391, 0.649, -1.557]]}

---

[9]
{"formula": "C3H5N", "method": "wB97M-V/def2-TZVPD", "orbital_gap_ha": [0.33328, 0.28001], "spin_multiplicity": 1, "e_above_lowest_ev": 6.273, "e_tot_ha": -171.82454, "symbols": ["C", "C", "C", "N", "H", "H", "H", "H", "H"], "xyz": [[-0.66688, -0.59747, -0.26813], [-1.68719, 0.38446, -0.04159], [1.99374, -0.01971, -0.11145], [-1.44543, -1.24291, 0.45146], [-1.48972, 1.11847, 0.80538], [-2.66683, 0.42622, -0.38368], [1.84037, 0.90144, -0.60762], [1.94659, -0.87759, -0.77345], [2.17535, -0.09292, 0.92907]], "atomic_forces_ev_per_a": [[-0.352, -1.708, 0.701], [0.588, 1.175, 3.287], [-0.843, -1.005, -1.158], [1.611, 1.522, -1.201], [-0.190, -0.847, -1.239], [-1.257, 0.092, -1.387], [-0.025, 0.915, -0.073], [0.362, -0.047, 0.429], [0.105, -0.097, 0.642]]}

---

[10]
{"formula": "C3H5N", "method": "wB97M-V/def2-TZVPD", "orbital_gap_ha": 0.38570, "spin_multiplicity": 1, "e_above_lowest_ev": 4.421, "smiles": "C1=CN=1.C", "e_tot_ha": -171.89262, "symbols": ["C", "C", "C", "N", "H", "H", "H", "H", "H"], "xyz": [[1.88534, 0.46821, 0.16350], [1.36881, 0.55337, 1.50967], [-1.60622, -0.33382, -0.35921], [2.67266, 0.90121, 1.10199], [1.98431, 0.15165, -0.84307], [-1.05067, 0.16671, -1.10763], [-2.55306, 0.04325, -0.04660], [-0.88275, -0.70096, 0.37495], [-1.81843, -1.24963, -0.79360]], "atomic_forces_ev_per_a": [[-0.189, -0.147, 2.763], [0.979, 0.182, -1.726], [1.175, -0.984, 0.714], [-0.676, -0.127, -0.210], [-0.049, 0.105, -0.798], [0.153, 1.228, -0.623], [-0.120, 0.840, 0.534], [-0.439, 0.894, 0.662], [-0.834, -1.989, -1.316]]}